Version 1
Formula: C9H16N2O2
Source: OMol25
Level of theory: ωB97M-V with the def2-TZVPD basis set

Element x y z (Å)
O1 -0.247 0.088 -2.632
C1 -0.676 0.271 -1.512
C2 -1.620 -0.577 -0.784
C3 -1.797 -0.433 0.548
N1 -1.090 0.540 1.212
C4 -0.288 1.463 0.661
O2 0.252 2.304 1.374
N2 -0.073 1.303 -0.688
H1 -2.155 -1.334 -1.319
H2 -2.339 -1.130 1.244
H3 -1.295 0.656 2.143
H4 0.656 1.851 -1.220
C5 1.172 0.240 2.558
C6 1.628 0.082 1.165
C7 0.720 -1.045 0.498
C8 1.146 -1.325 -0.951
C9 0.224 -2.261 -1.769
H5 0.018 0.138 2.546
H6 1.554 -0.573 3.293
H7 1.438 1.277 2.814
H8 2.688 -0.075 1.155
H9 1.088 1.016 0.731
H10 0.743 -1.972 0.971
H11 -0.344 -0.720 0.329
H12 2.149 -1.792 -1.052
H13 1.216 -0.303 -1.543
H14 -0.927 -2.042 -1.893
H15 0.470 -2.201 -2.864
H16 0.094 -3.314 -1.418

Calculated values
- Kohn-Sham gap (hartree) = 0.334
- charge = 0
- SMILES = O=c1cc[nH]c(=O)[nH]1.CCCCC
- LUMO level (eV) = 0.001

---

Version 2
Formula: C9H16N2O2
Source: OMol25
Level of theory: ωB97M-V with the def2-TZVPD basis set

Element x y z (Å)
O1 -0.436 -2.399 -2.797
C1 0.069 -2.090 -1.749
C2 -0.599 -2.172 -0.426
C3 0.191 -2.038 0.626
N1 1.560 -1.779 0.740
C4 2.207 -1.512 -0.556
O2 3.361 -1.300 -0.647
N2 1.372 -1.519 -1.685
H1 -1.634 -2.167 -0.615
H2 -0.310 -2.158 1.594
H3 2.092 -1.890 1.564
H4 1.548 -1.101 -2.618
C5 -1.802 0.870 -1.900
C6 -1.420 1.662 -0.591
C7 -0.459 0.895 0.392
C8 -0.179 1.760 1.560
C9 0.959 1.418 2.592
H5 -1.107 0.928 -2.834
H6 -1.716 -0.377 -1.672
H7 -2.932 0.934 -2.162
H8 -2.286 1.926 -0.199
H9 -1.021 2.710 -0.834
H10 -0.974 0.017 0.635
H11 0.537 0.775 -0.010
H12 -1.098 2.098 1.913
H13 0.365 2.566 1.124
H14 1.951 1.168 2.050
H15 1.186 2.192 3.363
H16 0.577 0.582 3.141

Calculated values
- Kohn-Sham gap (hartree) = 0.369
- charge = 0
- SMILES = O=c1cc[nH]c(=O)[nH]1.CCCCC
- LUMO level (eV) = 0.601

---

Version 3
Formula: C9H16N2O2
Source: OMol25
Level of theory: ωB97M-V with the def2-TZVPD basis set

Element x y z (Å)
O1 -5.881 -1.033 0.720
C1 -4.816 -0.667 0.177
C2 -3.747 -1.361 -0.367
C3 -2.555 -0.745 -0.519
N1 -2.344 0.554 -0.462
C4 -3.418 1.437 -0.090
O2 -3.232 2.637 0.263
N2 -4.607 0.733 -0.003
H1 -3.773 -2.498 -0.445
H2 -1.651 -1.238 -0.832
H3 -1.492 0.970 -0.654
H4 -5.388 1.344 0.282
C5 2.714 -0.240 1.644
C6 2.560 0.051 0.110
C7 3.386 1.287 -0.395
C8 0.935 0.300 -0.228
C9 2.922 -1.255 -0.500
H5 3.802 -0.303 1.868
H6 2.189 0.522 2.337
H7 2.248 -1.193 1.963
H8 3.575 1.366 -1.414
H9 3.173 2.327 -0.179
H10 4.460 0.918 -0.004
H11 0.811 0.060 -1.280
H12 0.764 1.458 0.035
H13 0.259 -0.510 0.213
H14 2.159 -2.015 -0.448
H15 3.033 -1.178 -1.587
H16 3.914 -1.727 -0.206

Calculated values
- Kohn-Sham gap (hartree) = 0.363
- charge = 0
- SMILES = O=c1cc[nH]c(=O)[nH]1.CC(C)(C)C
- LUMO level (eV) = 0.370

---

Most stable one: version 3, least stable one: version 1.

---

Version 1
Formula: C17H17ClN2O4
Source: OMol25
Level of theory: ωB97M-V with the def2-TZVPD basis set

Element x y z (Å)
C1 0.001 -4.509 0.135
C2 0.998 -3.342 0.077
O1 2.064 -3.568 0.510
N1 2.777 -2.464 0.262
C3 1.940 -1.422 -0.006
C4 2.178 -0.116 0.027
C5 3.007 0.643 0.733
C6 3.342 1.975 0.658
C7 3.051 2.643 -0.364
C8 2.218 2.293 -1.346
C9 1.805 0.857 -1.362
Cl1 1.063 -0.149 -2.683
C10 0.771 -1.914 -0.223
C11 -0.691 -1.484 -0.597
O2 -1.209 -1.898 -1.611
N2 -1.086 -0.208 -0.031
C12 -0.806 0.157 1.118
C13 -0.663 1.762 1.456
C14 -1.786 2.497 0.824
C15 -2.081 2.004 -0.501
C16 -2.164 0.608 -1.047
C17 -3.498 -0.284 -0.281
O3 -4.255 0.720 0.316
O4 -3.801 -1.410 -0.468
H1 -0.869 -4.289 -0.646
H2 0.400 -5.265 -0.139
H3 -0.403 -4.758 1.195
H4 3.359 -0.132 1.761
H5 3.911 2.376 1.660
H6 3.281 3.711 -0.568
H7 2.013 2.742 -2.204
H8 0.144 -0.372 1.393
H9 -1.615 -0.091 2.111
H10 -0.395 1.866 2.346
H11 0.373 2.155 0.754
H12 -2.621 2.164 1.389
H13 -1.663 3.335 0.790
H14 -2.919 2.523 -1.108
H15 -1.209 2.252 -1.420
H16 -2.027 0.189 -1.879
H17 -2.934 -1.796 -1.030

Calculated values
- Kohn-Sham gap (hartree) = 0.297
- charge = 0
- SMILES = Cc1onc(-c2ccccc2Cl)c1C(=O)N1CCCC[C@@H]1C(=O)O
- LUMO level (eV) = -0.348

---

Version 2
Formula: C17H17ClN2O4
Source: OMol25
Level of theory: ωB97M-V with the def2-TZVPD basis set

Element x y z (Å)
C1 -0.297 1.866 -3.782
C2 -0.988 1.192 -2.660
O1 -2.311 1.330 -2.520
N1 -2.733 0.639 -1.437
C3 -1.687 0.080 -0.890
C4 -1.752 -0.802 0.272
C5 -1.034 -1.996 0.256
C6 -1.063 -2.853 1.339
C7 -1.809 -2.525 2.460
C8 -2.525 -1.342 2.496
C9 -2.499 -0.484 1.406
Cl1 -3.367 1.002 1.483
C10 -0.510 0.415 -1.633
C11 0.873 -0.032 -1.420
O2 1.535 -0.505 -2.347
N2 1.373 0.053 -0.169
C12 0.951 1.044 0.803
C13 0.961 0.482 2.218
C14 2.358 -0.031 2.542
C15 2.735 -1.109 1.534
C16 2.652 -0.604 0.094
C17 3.811 0.338 -0.294
O3 4.587 0.803 0.492
O4 3.867 0.596 -1.595
H1 -0.029 2.885 -3.504
H2 0.608 1.318 -4.029
H3 -0.956 1.909 -4.645
H4 -0.465 -2.254 -0.625
H5 -0.506 -3.777 1.309
H6 -1.834 -3.190 3.309
H7 -3.105 -1.075 3.364
H8 -0.042 1.406 0.537
H9 1.650 1.891 0.755
H10 0.665 1.270 2.911
H11 0.238 -0.332 2.298
H12 3.080 0.785 2.486
H13 2.387 -0.445 3.550
H14 3.755 -1.450 1.712
H15 2.058 -1.959 1.645
H16 2.707 -1.463 -0.589
H17 3.149 0.129 -2.094

Calculated values
- Kohn-Sham gap (hartree) = 0.365
- charge = 0
- SMILES = Cc1onc(-c2ccccc2Cl)c1C(=O)N1CCCC[C@@H]1C(=O)O
- LUMO level (eV) = 0.409

---

Most stable one: version 2, least stable one: version 1.

---

Version 1
Formula: C5H11IN
Source: OMol25
Level of theory: ωB97M-V with the def2-TZVPD basis set

Element x y z (Å)
C1 1.043 -0.986 2.554
C2 0.158 -0.194 1.635
I1 -1.466 0.974 2.491
C3 0.471 -0.063 0.302
C4 -0.438 0.609 -0.698
C5 0.193 1.318 -1.819
N1 -1.161 -0.628 -1.411
H1 1.374 -1.971 2.152
H2 0.640 -1.128 3.490
H3 1.907 -0.462 2.637
H4 1.264 -0.577 -0.315
H5 -1.056 1.268 -0.149
H6 0.809 2.255 -1.638
H7 -0.565 1.757 -2.447
H8 0.888 0.583 -2.235
H9 -1.489 -1.094 -0.613
H10 -0.567 -1.338 -2.055
H11 -2.005 -0.324 -1.881

Calculated values
- Kohn-Sham gap (hartree) = 0.340
- charge = +1
- SMILES = C/C(I)=C/[C@@H](C)[NH3+]
- LUMO level (eV) = -3.676

---

Version 2
Formula: C5H11IN
Source: OMol25
Level of theory: ωB97M-V with the def2-TZVPD basis set

Element x y z (Å)
C1 -0.518 -0.253 -0.105
C2 1.377 1.049 -0.842
C3 0.370 0.076 -1.212
C4 -0.079 -0.391 -2.604
C5 -0.410 -0.070 2.450
N1 -0.167 0.398 1.099
I1 0.566 3.063 -0.736
H1 -1.320 0.417 -0.712
H2 -1.029 -1.200 -0.132
H3 1.612 0.852 0.221
H4 2.278 1.017 -1.466
H5 0.445 -1.273 -2.878
H6 0.145 0.252 -3.550
H7 -1.171 -0.543 -2.581
H8 0.314 -0.810 2.828
H9 -0.586 0.706 3.129
H10 -1.262 -0.716 2.494
H11 -0.254 1.393 0.868

Calculated values
- Kohn-Sham gap (hartree) = 0.265
- charge = +1
- LUMO level (eV) = -6.136

---

Version 3
Formula: C5H11IN
Source: OMol25
Level of theory: ωB97M-V with the def2-TZVPD basis set

Element x y z (Å)
C1 2.359 -1.152 -1.265
N1 1.227 -0.919 -0.404
C2 0.382 0.076 -0.318
C3 -0.710 0.360 0.642
C4 -1.937 -0.575 0.290
C5 -1.053 1.863 0.799
I1 0.560 2.815 1.876
H1 2.557 -2.202 -1.606
H2 2.158 -0.636 -2.128
H3 3.221 -0.679 -0.688
H4 1.187 -1.660 0.351
H5 0.535 0.789 -1.219
H6 -0.480 -0.085 1.706
H7 -1.971 -1.498 0.995
H8 -2.009 -0.723 -0.807
H9 -2.911 -0.166 0.393
H10 -1.159 2.540 -0.081
H11 -1.955 1.851 1.465

Calculated values
- Kohn-Sham gap (hartree) = 0.304
- charge = +1
- SMILES = C/[NH+]=C/[C@H](C)CI
- LUMO level (eV) = -4.684

---

Most stable one: version 3, least stable one: version 2.

---

Version 1
Formula: C4H10NOS
Source: OMol25
Level of theory: ωB97M-V with the def2-TZVPD basis set

Element x y z (Å)
C1 -1.864 2.608 1.097
C2 -1.205 1.475 0.296
O1 -0.740 1.474 -0.838
S1 -1.050 -0.025 1.255
C3 -0.582 -1.440 0.007
C4 0.957 -1.721 0.129
N1 1.724 -0.809 -0.754
H1 -1.244 3.297 1.608
H2 -2.419 2.026 1.876
H3 -2.530 3.119 0.530
H4 -0.927 -1.109 -1.020
H5 -1.213 -2.375 0.383
H6 1.345 -1.678 1.144
H7 0.989 -2.696 -0.282
H8 2.684 -0.563 -0.445
H9 1.570 -1.004 -1.778
H10 1.242 0.058 -0.589

Calculated values
- Kohn-Sham gap (hartree) = 0.357
- charge = +1
- SMILES = CC(=O)SCC[NH3+]
- LUMO level (eV) = -3.693

---

Version 2
Formula: C4H10NOS
Source: OMol25
Level of theory: ωB97M-V with the def2-TZVPD basis set

Element x y z (Å)
C1 -0.086 2.163 0.801
C2 2.450 -1.302 0.200
C3 -2.344 -0.738 -1.000
C4 -0.393 0.943 0.115
N1 1.115 -0.795 0.523
O1 0.240 -1.635 0.604
S1 -1.787 0.084 0.477
H1 -0.565 2.231 1.737
H2 0.876 2.428 1.014
H3 -0.430 2.901 0.082
H4 2.459 -2.295 0.543
H5 3.349 -0.812 0.557
H6 2.523 -1.496 -0.843
H7 -3.393 -0.609 -0.948
H8 -1.888 -1.700 -1.110
H9 -2.001 -0.186 -1.878
H10 -0.127 0.817 -0.872

Calculated values
- Kohn-Sham gap (alpha / beta) (hartree) = 0.336 / 0.336
- charge = +1
- LUMO level (alpha / beta) (eV) = -5.236 / -5.238

---

Most stable one: version 1, least stable one: version 2.

---

Version 1
Formula: C4H6OS2
Source: OMol25
Level of theory: ωB97M-V with the def2-TZVPD basis set

Element x y z (Å)
S1 -3.476 0.611 0.178
C1 -2.020 0.065 -0.418
O1 -1.086 -0.493 0.333
C2 0.169 -0.808 -0.320
C3 1.349 -0.596 0.637
C4 1.099 0.357 -0.407
S2 0.474 1.979 0.042
H1 -1.642 0.158 -1.442
H2 0.066 -1.692 -0.954
H3 2.245 -1.304 0.591
H4 0.981 -0.479 1.679
H5 1.858 0.505 -1.177
H6 -0.017 1.697 1.259

Calculated values
- Kohn-Sham gap (hartree) = 0.335
- charge = 0
- SMILES = S=CO[C@@H]1C[C@@H]1S
- LUMO level (eV) = 0.344

---

Version 2
Formula: C4H6OS2
Source: OMol25
Level of theory: ωB97M-V with the def2-TZVPD basis set

Element x y z (Å)
C1 0.399 -0.144 -0.819
C2 0.057 0.363 0.270
C3 1.571 -0.905 -1.189
C4 -2.200 0.699 1.036
O1 -0.752 0.975 1.066
S1 2.183 -0.344 1.603
S2 2.985 -0.221 -0.198
H1 -0.116 0.425 -1.696
H2 1.573 -2.039 -1.030
H3 1.881 -0.801 -2.214
H4 -2.248 -0.146 1.732
H5 -2.584 0.601 0.040
H6 -2.749 1.538 1.401

Calculated values
- Kohn-Sham gap (alpha / beta) (hartree) = 0.254 / 0.254
- charge = 0
- LUMO level (alpha / beta) (eV) = -0.171 / -0.172

---

Version 3
Formula: C4H6OS2
Source: OMol25
Level of theory: ωB97M-V with the def2-TZVPD basis set

Element x y z (Å)
C1 -0.292 0.008 -0.136
C2 0.786 0.050 1.130
C3 0.553 -0.999 -1.005
C4 -0.622 1.314 -0.706
H1 -1.805 -0.272 1.914
H2 0.620 -0.625 1.955
H3 1.115 1.157 1.473
H4 0.315 -2.113 -0.865
H5 0.428 -0.854 -2.108
H6 -1.186 1.154 -1.621
O1 -0.123 2.225 -0.088
S1 -1.884 -0.727 0.113
S2 2.096 -0.316 -0.057

Calculated values
- Kohn-Sham gap (hartree) = 0.294
- charge = 0
- LUMO level (eV) = -0.951

---

Version 4
Formula: C4H6OS2
Source: OMol25
Level of theory: ωB97M-V with the def2-TZVPD basis set

Element x y z (Å)
C1 -1.451 0.512 -1.287
C2 -1.478 1.859 -0.664
C3 -1.979 -0.597 -0.466
C4 1.872 1.422 -0.432
O1 -0.913 0.437 -2.398
S1 -1.589 2.623 0.861
S2 -0.788 3.379 -0.943
H1 -1.668 -1.585 -0.789
H2 -3.118 -0.769 -0.443
H3 -1.509 -0.542 0.645
H4 0.835 1.690 -0.491
H5 2.122 0.427 -0.150
H6 2.620 1.937 -0.893

Calculated values
- Kohn-Sham gap (alpha / beta) (hartree) = 0.271 / 0.277
- charge = 0
- LUMO level (alpha / beta) (eV) = -1.313 / -0.785

---

Most stable one: version 1, least stable one: version 4.

---

Version 1
Formula: C3H5N5O
Source: OMol25
Level of theory: ωB97M-V with the def2-TZVPD basis set

Element x y z (Å)
C1 -1.405 1.397 0.256
N1 -1.199 -0.025 0.094
N2 -2.113 -0.926 0.021
O1 -3.217 -0.527 0.140
C2 0.274 -0.366 -0.061
N3 0.829 -1.478 0.389
C3 2.076 -1.389 0.096
N4 2.316 -0.151 -0.420
N5 1.159 0.512 -0.533
H1 -2.349 1.527 -0.254
H2 -1.618 1.632 1.309
H3 -0.471 1.727 -0.107
H4 2.689 -2.206 0.146
H5 3.029 0.274 -1.076

Calculated values
- Kohn-Sham gap (hartree) = 0.355
- charge = 0
- SMILES = CN(N=O)c1nc[nH]n1
- LUMO level (eV) = 0.660

---

Version 2
Formula: C3H5N5O
Source: OMol25
Level of theory: ωB97M-V with the def2-TZVPD basis set

Element x y z (Å)
N1 1.194 -1.402 -1.644
N2 1.117 0.053 -1.519
C1 0.305 0.347 -0.571
N3 0.298 1.750 -0.406
N4 -0.264 2.323 0.467
N5 -0.981 1.663 1.404
C2 -0.991 0.317 1.458
C3 -0.453 -0.435 0.435
O1 -0.559 -1.740 0.341
H1 1.159 -1.611 -2.632
H2 2.131 -1.577 -1.306
H3 -1.362 2.296 2.141
H4 -1.586 -0.076 2.312
H5 -0.009 -1.910 -0.480

Calculated values
- Kohn-Sham gap (hartree) = 0.322
- charge = 0
- SMILES = N/N=c1/nn[nH]cc1O
- LUMO level (eV) = 0.769

---

Most stable one: version 2, least stable one: version 1.

---

Version 1
Formula: C2H8NOS
Source: OMol25
Level of theory: ωB97M-V with the def2-TZVPD basis set

Element x y z (Å)
C1 -1.525 0.083 0.726
C2 -0.294 -0.199 0.004
S1 1.298 0.234 0.925
N1 -1.824 1.504 1.030
H1 -1.528 -0.551 1.736
H2 -2.315 -0.347 0.175
H3 -0.262 0.102 -1.069
H4 -0.138 -1.324 0.019
H5 -1.948 2.101 0.186
H6 -1.044 1.819 1.510
H7 1.727 -1.939 -3.220
H8 0.993 -1.214 -2.120
O1 0.929 -1.530 -2.950

Calculated values
- Kohn-Sham gap (alpha / beta) (hartree) = 0.383 / 0.264
- charge = 0
- multiplicity = 2
- LUMO level (alpha / beta) (eV) = 0.766 / -2.163

---

Version 2
Formula: C2H8NOS
Source: OMol25
Level of theory: ωB97M-V with the def2-TZVPD basis set

Element x y z (Å)
C1 -0.279 1.334 0.677
C2 0.907 0.388 0.541
S1 0.409 -1.168 1.548
N1 -1.453 0.879 -0.118
H1 -0.545 1.391 1.838
H2 0.117 2.253 0.345
H3 0.963 0.242 -0.521
H4 1.914 0.727 0.909
H5 -1.107 0.951 -1.109
H6 -1.310 -0.139 -0.101
H7 0.517 -2.206 -0.668
H8 -0.398 -1.961 -1.861
O1 0.265 -2.691 -1.479

Calculated values
- Kohn-Sham gap (alpha / beta) (hartree) = 0.391 / 0.259
- charge = 0
- multiplicity = 2
- LUMO level (alpha / beta) (eV) = 0.633 / -2.581

---

Most stable one: version 1, least stable one: version 2.

---

Version 1
Formula: C7H14OS
Source: OMol25
Level of theory: ωB97M-V with the def2-TZVPD basis set

Element x y z (Å)
C1 -2.867 -0.693 -0.248
C2 -1.740 -0.051 0.380
C3 -1.415 1.355 -0.118
S1 -0.227 -0.968 0.182
O1 -0.322 -2.451 0.404
C4 0.766 -0.226 1.568
C5 2.108 0.408 0.845
C6 2.405 -0.405 -0.546
C7 1.044 -0.862 -1.129
H1 -3.023 -0.385 -1.342
H2 -2.597 -1.830 -0.216
H3 -3.874 -0.510 0.233
H4 -2.379 1.915 -0.169
H5 -0.930 1.645 -1.011
H6 -0.908 1.837 0.652
H7 0.860 -1.092 2.220
H8 0.213 0.578 1.994
H9 2.895 0.248 1.482
H10 2.032 1.445 0.508
H11 3.023 0.229 -1.170
H12 3.018 -1.295 -0.389
H13 0.561 -0.332 -1.884
H14 1.062 -1.918 -1.439

Calculated values
- Kohn-Sham gap (hartree) = 0.294
- charge = 0
- SMILES = CC(C)=S1(=O)CCCC1
- LUMO level (eV) = 0.799

---

Version 2
Formula: C7H14OS
Source: OMol25
Level of theory: ωB97M-V with the def2-TZVPD basis set

Element x y z (Å)
C1 2.003 -0.104 2.246
C2 -1.364 0.148 1.210
C3 -0.577 0.788 2.363
C4 -0.321 -0.229 0.178
C5 1.150 -0.068 -1.707
C6 -1.370 0.141 -2.054
C7 -0.216 0.421 -1.106
O1 1.061 -1.486 -2.100
S1 0.982 0.724 1.287
H1 3.013 -0.142 1.962
H2 1.483 -0.851 2.703
H3 -2.061 -0.783 1.490
H4 -2.024 0.808 0.684
H5 -0.789 1.799 2.773
H6 -0.389 0.053 3.205
H7 -0.008 -1.276 0.003
H8 1.237 -2.007 -1.384
H9 2.054 0.121 -1.008
H10 1.296 0.411 -2.594
H11 -2.251 0.797 -1.845
H12 -1.806 -0.871 -2.034
H13 -1.115 0.166 -3.168
H14 0.011 1.442 -1.105

Calculated values
- Kohn-Sham gap (hartree) = 0.300
- charge = 0
- LUMO level (eV) = 0.818

---

Most stable one: version 2, least stable one: version 1.